<a>
Density functional theory data (the ωB97M-V functional and the def2-TZVPD basis) for a cluster of 2 separate species, C4H10NO2 in total.

Last column: Löwdin charge in e.
CARTESIAN COORDINATES (ANGSTROEM)
1 C 1.384 0.120 -0.746  -0.55
2 O 0.228 -0.471 -1.164  -0.32
3 C 2.475 0.079 -1.823  -0.15
4 H 1.797 -0.390 0.146  0.08
5 H 1.291 1.195 -0.443  0.08
6 H 3.426 0.491 -1.431  0.05
7 H 2.143 0.724 -2.659  0.06
8 H 2.675 -0.911 -2.239  0.05
9 C -2.650 -0.954 0.743  -0.40
10 N -1.400 -0.456 0.802  -0.05
11 C -1.131 0.662 1.677  -0.12
12 O -3.583 -0.580 1.476  -0.10
13 H -2.743 -1.795 0.036  0.12
14 H -0.727 -0.533 -0.068  0.04
15 H -1.839 0.609 2.504  0.06
16 H -1.250 1.617 1.141  0.08
17 H -0.096 0.593 2.049  0.07

Gap between HOMO and LUMO (eV): 7.7
LUMO level (eV): 4.1
Charge: -1

***

<b>
Density functional theory data (the ωB97M-V functional and the def2-TZVPD basis) for a cluster of 2 separate species, C4H10NO2 in total.

Last column: Löwdin charge in e.
CARTESIAN COORDINATES (ANGSTROEM)
1 C -1.422 0.536 1.238  -0.14
2 C -0.811 1.337 0.102  -0.33
3 C 0.570 1.900 0.422  -0.14
4 H -0.726 -0.265 1.491  0.06
5 H -2.324 0.032 0.885  0.06
6 H -1.666 1.114 2.135  0.06
7 H -1.484 2.131 -0.245  0.09
8 H -0.674 0.646 -0.730  0.08
9 H 1.003 2.356 -0.473  0.06
10 H 0.529 2.694 1.181  0.06
11 H 1.229 1.105 0.763  0.05
12 N 1.324 -2.534 -1.787  0.06
13 C 0.681 -1.802 -0.713  -0.85
14 O 1.450 -1.272 0.115  -0.09
15 O -0.570 -1.801 -0.757  -0.10
16 H 2.194 -2.944 -1.471  0.04
17 H 0.695 -3.235 -2.155  0.04

Gap between HOMO and LUMO (eV): 8.4
LUMO level (eV): 4.3
Charge: -1

***

<b> is the most stable structure; the next one sits 154.3 kJ/mol above it.

***

<a>
Density functional theory data (the ωB97M-V functional and the def2-TZVPD basis) for a cluster of 2 separate species, Cl2O8 in total.

Last column: Löwdin charge in e.
CARTESIAN COORDINATES (ANGSTROEM)
1 Cl 1.153 2.240 -1.146  0.61
2 O 2.474 2.520 -1.692  -0.43
3 O 0.918 3.061 0.018  -0.40
4 O 0.170 2.582 -2.161  -0.42
5 O 1.061 0.847 -0.807  -0.37
6 Cl -1.140 -2.238 1.154  0.62
7 O -0.836 -1.311 0.099  -0.37
8 O -0.893 -3.599 0.690  -0.43
9 O -0.353 -1.922 2.317  -0.40
10 O -2.553 -2.180 1.529  -0.43

Gap between HOMO and LUMO (eV): 9.3
LUMO level (eV): 6.3
Charge: -2

***

<b>
Density functional theory data (the ωB97M-V functional and the def2-TZVPD basis) for a cluster of 2 separate species, Cl2O8 in total.

Last column: Löwdin charge in e.
CARTESIAN COORDINATES (ANGSTROEM)
1 Cl -16.106 -17.411 18.968  0.59
2 O -15.437 -17.776 20.138  -0.38
3 O -15.488 -17.860 17.736  -0.38
4 O -17.420 -17.824 18.989  -0.35
5 O -15.885 -15.931 19.206  -0.48
6 Cl -14.595 -21.517 19.806  0.61
7 O -14.746 -20.692 18.571  -0.41
8 O -13.401 -22.317 19.622  -0.41
9 O -14.324 -20.490 20.790  -0.42
10 O -15.802 -22.098 20.223  -0.37

Gap between HOMO and LUMO (eV): 7.8
LUMO level (eV): 6.4
Charge: -2

***

<a> is the most stable structure; the next one sits 193.2 kJ/mol above it.

***

<a>
Density functional theory data (the ωB97M-V functional and the def2-TZVPD basis) for a cluster of 2 separate species, C2H7S2 in total.

Last column: Löwdin charge in e.
CARTESIAN COORDINATES (ANGSTROEM)
1 C 1.692 2.282 -0.466  -0.26
2 C 1.202 1.839 0.907  -0.84
3 S 0.153 0.370 0.760  0.17
4 H 0.829 2.584 -1.037  0.04
5 H 2.162 1.417 -0.918  0.04
6 H 2.483 3.033 -0.367  0.04
7 H 0.587 2.616 1.331  0.01
8 H 2.087 1.618 1.516  0.03
9 S -1.585 -2.348 -0.947  0.37
10 H -1.420 -3.134 0.153  -0.22
11 H -1.177 -1.223 -0.335  -0.37

Gap between HOMO and LUMO (eV): 5.9
LUMO level (eV): 3.4
Charge: -1

***

<b>
Density functional theory data (the ωB97M-V functional and the def2-TZVPD basis) for a cluster of 2 separate species, C2H7S2 in total.

Last column: Löwdin charge in e.
CARTESIAN COORDINATES (ANGSTROEM)
1 S -2.419 -0.333 0.336  -0.23
2 H -3.054 -1.515 0.307  -0.46
3 C 0.868 1.714 0.247  -0.21
4 C 1.839 0.534 0.208  -0.66
5 S 1.093 -0.921 -0.588  0.57
6 H 0.350 1.809 -0.703  0.06
7 H 1.397 2.663 0.423  0.06
8 H 0.113 1.574 1.016  0.05
9 H 2.763 0.805 -0.310  0.05
10 H 2.135 0.255 1.214  0.04
11 H -0.087 -0.790 0.102  -0.26

Gap between HOMO and LUMO (eV): 6.4
LUMO level (eV): 3.6
Charge: -1

***

<c>
Density functional theory data (the ωB97M-V functional and the def2-TZVPD basis) for a cluster of 2 separate species, C2H7S2 in total.

Last column: Löwdin charge in e.
CARTESIAN COORDINATES (ANGSTROEM)
1 S 2.193 1.618 -0.420  -0.26
2 H 2.260 0.476 0.296  -0.46
3 C -0.662 0.497 0.774  -0.54
4 S -1.747 -0.821 0.229  0.66
5 C -0.507 -1.912 -0.429  -0.48
6 H -0.209 0.926 -0.142  -0.07
7 H -1.280 0.938 1.556  0.00
8 H 0.345 0.324 1.375  0.05
9 H -0.220 -1.551 -1.447  0.04
10 H -0.826 -2.939 -0.417  0.00
11 H 0.424 -1.802 0.167  0.04

Gap between HOMO and LUMO (eV): 6.0
LUMO level (eV): 3.3
Charge: -1

***

<b> is the most stable structure; the next one sits 33.8 kJ/mol above it.

***

<a>
Density functional theory data (the ωB97M-V functional and the def2-TZVPD basis) for the ion C4H7N with charge +1.

Last column: Löwdin charge in e.
CARTESIAN COORDINATES (ANGSTROEM)
1 N -1.576 -0.626 -0.308  0.25
2 C -0.299 -0.352 -0.225  -0.31
3 C 0.579 -0.912 -1.164  0.24
4 C 1.007 1.434 0.878  0.10
5 C 0.150 0.429 0.936  -0.10
6 H -1.920 -1.256 -1.021  0.15
7 H -2.204 -0.361 0.439  0.16
8 H 1.624 -0.648 -1.207  0.10
9 H 0.243 -1.645 -1.882  0.10
10 H 1.318 1.991 1.755  0.09
11 H 1.425 1.819 -0.051  0.09
12 H -0.347 0.127 1.851  0.13

⟨S²⟩: 0.760
Spin multiplicity: 2
Gap between HOMO and LUMO (spin up / spin down) (eV): 10.7 / 8.1
LUMO level (spin up / spin down) (eV): -4.3 / -7.3
Charge: +1

***

<b>
Density functional theory data (the ωB97M-V functional and the def2-TZVPD basis) for the ion C4H7N with charge +1.

Last column: Löwdin charge in e.
CARTESIAN COORDINATES (ANGSTROEM)
1 C -0.304 0.565 1.409  0.01
2 C 0.512 0.170 0.182  -0.21
3 C 1.239 1.084 -0.480  0.23
4 C -1.188 -1.013 -0.800  0.05
5 N 0.031 -1.064 -0.450  0.13
6 H 0.281 0.797 2.297  0.11
7 H -1.098 -0.137 1.677  0.09
8 H -0.852 1.482 1.061  0.13
9 H 2.149 1.035 -1.077  0.12
10 H 0.872 2.099 -0.592  0.13
11 H -1.989 -0.461 -0.301  0.11
12 H -1.608 -1.836 -1.366  0.11

⟨S²⟩: 0.762
Spin multiplicity: 2
Gap between HOMO and LUMO (spin up / spin down) (eV): 9.7 / 7.7
LUMO level (spin up / spin down) (eV): -5.7 / -8.0
Charge: +1

***

<a> is the most stable structure; the next one sits 248.6 kJ/mol above it.

***

<a>
Density functional theory data (the ωB97M-V functional and the def2-TZVPD basis) for the molecule C7H12N2O.

Last column: Löwdin charge in e.
CARTESIAN COORDINATES (ANGSTROEM)
1 C -0.530 -2.309 -1.138  -0.04
2 C 1.331 1.688 1.124  -0.01
3 C -0.248 1.472 -1.563  -0.07
4 N -0.432 0.063 1.965  0.13
5 C 0.226 -0.808 1.075  -0.43
6 C -1.044 -1.452 -0.012  -0.36
7 C 0.088 0.879 0.896  -0.37
8 C -0.730 0.894 -0.271  -0.07
9 N 1.261 -1.586 1.062  0.14
10 O -2.129 -1.630 0.500  0.04
11 H -1.448 -0.078 1.927  0.12
12 H 2.123 -1.039 1.010  0.05
13 H -1.809 0.911 -0.137  0.13
14 H 0.507 -2.111 -1.402  0.07
15 H -1.159 -2.144 -2.015  0.08
16 H -0.600 -3.360 -0.851  0.09
17 H 1.095 2.746 1.262  0.09
18 H 2.011 1.611 0.272  0.08
19 H 1.868 1.332 2.004  0.09
20 H -0.325 2.566 -1.549  0.09
21 H 0.799 1.230 -1.758  0.08
22 H -0.855 1.124 -2.401  0.08

Gap between HOMO and LUMO (spin up / spin down) (eV): 7.8 / 7.8
LUMO level (spin up / spin down) (eV): -0.4 / -0.4

***

<b>
Density functional theory data (the ωB97M-V functional and the def2-TZVPD basis) for a cluster of 2 separate species, C7H12N2O in total.

Last column: Löwdin charge in e.
CARTESIAN COORDINATES (ANGSTROEM)
1 C 0.738 1.450 0.754  -0.03
2 C -0.059 0.595 -0.243  -0.55
3 C 0.766 0.337 -1.512  -0.03
4 N -0.547 -0.667 0.342  -0.01
5 C 0.315 -1.843 0.340  -0.23
6 C 1.542 -1.784 1.156  -0.13
7 C 2.554 -1.767 1.820  0.11
8 C -1.286 1.351 -0.667  -0.14
9 N -2.034 2.255 -0.801  0.16
10 H 1.020 2.409 0.300  0.09
11 H 0.144 1.649 1.656  0.09
12 H 1.648 0.910 1.043  0.07
13 H 1.721 -0.133 -1.246  0.09
14 H 0.228 -0.314 -2.214  0.10
15 H 0.985 1.290 -2.008  0.10
16 H -0.902 -0.499 1.279  0.12
17 H -0.295 -2.683 0.703  0.13
18 H 0.588 -2.096 -0.693  0.12
19 H 3.489 -1.671 2.345  0.03
20 O -3.667 0.186 -1.065  -0.19
21 H -3.282 -0.246 -0.270  0.01
22 H -3.667 1.275 -1.021  0.08

Gap between HOMO and LUMO (eV): 10.6
LUMO level (eV): 0.6

***

<c>
Density functional theory data (the ωB97M-V functional and the def2-TZVPD basis) for the molecule C7H12N2O.

Last column: Löwdin charge in e.
CARTESIAN COORDINATES (ANGSTROEM)
1 C 2.450 -1.533 -0.239  -0.17
2 C 1.816 -0.582 0.514  -0.03
3 C 0.485 -1.577 -0.987  -0.19
4 C -0.649 1.425 -1.536  -0.06
5 C -0.235 0.991 1.713  -0.01
6 C -1.519 0.739 -0.419  -0.15
7 C -0.698 -0.034 0.678  -0.59
8 N 1.631 -2.091 -1.142  0.05
9 N 0.448 -0.709 0.105  -0.03
10 O -1.439 -0.996 1.351  0.01
11 H 3.541 -1.648 -0.358  0.11
12 H 2.154 0.047 1.341  0.11
13 H -0.497 -1.723 -1.520  0.15
14 H -1.151 0.958 -2.410  0.08
15 H 0.297 0.984 -1.418  0.03
16 H -0.608 2.516 -1.455  0.08
17 H 0.396 0.478 2.388  0.06
18 H -0.965 1.473 2.317  0.08
19 H 0.413 1.767 1.156  0.13
20 H -2.247 1.428 0.017  0.11
21 H -2.084 -0.088 -0.876  0.10
22 H -1.541 -1.825 0.782  0.14

Gap between HOMO and LUMO (eV): 9.8
LUMO level (eV): 0.8

***

<c> is the most stable structure; the next one sits 208.5 kJ/mol above it.

***

<a>
Density functional theory data (the ωB97M-V functional and the def2-TZVPD basis) for a structure of composition C4H10N4O.

Last column: Löwdin charge in e.
CARTESIAN COORDINATES (ANGSTROEM)
1 C 1.732 0.423 -0.394  -0.04
2 C 0.551 -0.171 0.347  -0.56
3 N 0.646 -0.100 1.766  0.08
4 O 0.601 -1.866 -1.266  -0.08
5 N 0.145 -1.475 0.017  -0.07
6 H 0.745 -2.812 -1.135  0.10
7 H -0.046 -0.688 2.215  0.09
8 H 0.953 0.783 2.156  0.09
9 H 1.568 0.439 -1.471  0.08
10 H 2.624 -0.173 -0.187  0.09
11 H 1.903 1.447 -0.055  0.09
12 C -0.829 0.959 -0.155  -0.16
13 C -1.318 1.889 0.669  -0.04
14 N -1.584 -0.955 -0.292  0.01
15 N -1.935 -1.211 -1.417  0.06
16 H -1.891 -2.228 -1.618  0.09
17 H -0.776 1.160 -1.223  0.08
18 H -1.445 1.723 1.734  0.04
19 H -1.645 2.857 0.306  0.05

Gap between HOMO and LUMO (spin up / spin down) (eV): 7.8 / 7.8
LUMO level (spin up / spin down) (eV): -0.3 / -0.3

***

<b>
Density functional theory data (the ωB97M-V functional and the def2-TZVPD basis) for a structure of composition C4H10N4O.

Last column: Löwdin charge in e.
CARTESIAN COORDINATES (ANGSTROEM)
1 C -1.261 0.017 -1.242  0.02
2 C -1.304 -0.094 0.248  -0.54
3 C 0.799 -0.716 0.107  -0.43
4 C -0.016 0.395 -0.466  -0.37
5 N -2.130 0.774 1.035  0.11
6 N 1.647 -0.449 1.165  0.15
7 N 1.308 -1.666 -0.759  0.14
8 N 0.430 1.781 -0.495  0.10
9 O -0.743 -1.200 0.853  -0.06
10 H -1.876 0.688 2.014  0.08
11 H -1.992 1.743 0.757  0.07
12 H 1.839 0.514 1.411  0.09
13 H 2.079 -1.249 1.607  0.11
14 H 1.610 -2.530 -0.323  0.10
15 H 0.683 -1.894 -1.522  0.09
16 H 1.093 1.940 -1.249  0.08
17 H 0.903 2.005 0.378  0.06
18 H -1.783 0.845 -1.707  0.11
19 H -1.286 -0.904 -1.813  0.10

Gap between HOMO and LUMO (eV): 8.2
LUMO level (eV): 0.7

***

<b> is the most stable structure; the next one sits 479.0 kJ/mol above it.

***

<a>
Density functional theory data (the ωB97M-V functional and the def2-TZVPD basis) for the molecule C3H7N3S.

Last column: Löwdin charge in e.
CARTESIAN COORDINATES (ANGSTROEM)
1 C -2.198 -0.569 -0.081  -0.33
2 C -1.691 0.876 -0.009  -0.14
3 C 1.785 0.477 -0.088  -0.76
4 H -3.969 -1.474 -0.345  0.09
5 H -3.894 -0.510 0.945  0.10
6 H -1.751 -1.142 0.760  0.12
7 H -1.734 -0.962 -0.938  0.10
8 H -2.358 1.774 -0.075  0.13
9 H 0.204 -0.825 0.170  0.11
10 H 1.960 1.577 -0.086  0.07
11 N -3.572 -0.591 -0.029  -0.02
12 N -0.470 1.186 0.052  0.03
13 N 0.487 0.135 0.013  -0.09
14 S 3.066 -0.516 0.024  0.57

Gap between HOMO and LUMO (eV): 9.0
LUMO level (eV): 0.5

***

<b>
Density functional theory data (the ωB97M-V functional and the def2-TZVPD basis) for the molecule C3H7N3S.

Last column: Löwdin charge in e.
CARTESIAN COORDINATES (ANGSTROEM)
1 C -0.389 1.747 -0.088  -0.18
2 C -1.024 0.405 0.284  -0.13
3 C 0.163 -1.826 -0.148  -0.05
4 N 0.997 1.555 0.022  0.03
5 N 0.160 -0.462 0.386  -0.17
6 N 1.220 0.383 0.139  -0.39
7 S 3.132 -0.330 -0.114  0.21
8 H -0.648 1.902 -1.144  0.13
9 H -0.833 2.400 0.653  0.11
10 H -1.674 0.530 1.282  0.16
11 H -1.504 0.035 -0.564  0.08
12 H -0.484 -2.384 0.582  0.11
13 H -0.287 -1.753 -1.087  0.06
14 H 1.173 -2.201 -0.202  0.02

Gap between HOMO and LUMO (eV): 8.4
LUMO level (eV): 0.2

***

<c>
Density functional theory data (the ωB97M-V functional and the def2-TZVPD basis) for the molecule C3H7N3S.

Last column: Löwdin charge in e.
CARTESIAN COORDINATES (ANGSTROEM)
1 C -2.585 0.099 0.065  -0.15
2 C -0.030 0.163 -0.312  -0.76
3 C 2.912 0.412 0.384  -0.07
4 H -2.870 0.590 -0.902  0.09
5 H -2.509 0.838 0.890  0.07
6 H -3.284 -0.758 0.423  0.11
7 H -1.184 -1.556 0.099  0.14
8 H 0.897 -1.601 -0.804  0.12
9 H 3.983 0.737 0.150  0.09
10 H 2.413 0.890 1.239  0.06
11 N -1.301 -0.535 -0.125  -0.13
12 N 1.079 -0.760 -0.280  -0.08
13 N 2.392 -0.366 -0.507  -0.06
14 S 0.087 1.847 -0.319  0.58

Gap between HOMO and LUMO (eV): 9.3
LUMO level (eV): 0.7

***

<a> is the most stable structure; the next one sits 17.9 kJ/mol above it.